142
Properties=species:S:1:pos:R:3:forces:R:3 method="wB97M-V/def2-TZVPD" e_homo_ha=-0.4249 energy_ev=-299107.7411 total_charge=+2
Rh 0.57275 -0.15462 -0.48559 -1.1581 0.0066 -0.6119
Se 4.15127 0.19185 5.50409 -0.1923 -0.1425 -0.2632
P 2.09699 -0.26148 5.35553 0.6434 -0.0151 0.1513
C 1.64925 -1.91792 5.93464 -0.1514 0.0554 -0.0349
C 2.59385 -2.68498 6.60614 0.0301 -0.0109 0.0793
C 2.24455 -3.93770 7.09324 0.0040 -0.0124 -0.0020
C 0.95611 -4.41776 6.91670 -0.0107 -0.0168 -0.0194
C 0.00948 -3.65180 6.24682 -0.0099 0.0289 -0.0154
C 0.35219 -2.40553 5.74839 0.0868 -0.0613 -0.0618
C 1.10386 0.94255 6.27197 -0.0572 -0.0414 -0.1066
C 0.11783 0.57921 7.18210 -0.0476 0.0682 -0.0272
C -0.57103 1.56228 7.88028 -0.0089 -0.0848 -0.0004
C -0.27502 2.90071 7.67740 0.0491 -0.0010 -0.0333
C 0.72410 3.26325 6.78222 0.0179 -0.0037 0.2123
C 1.41313 2.28784 6.08379 0.2155 -0.4001 0.7509
C 1.43067 -0.20920 3.65974 -0.1143 -0.0818 0.0299
C 1.89849 -0.34007 2.34937 -0.1186 0.0623 -0.0074
N 0.78410 -0.19906 1.56509 0.2059 -0.0593 -0.3460
N -0.26137 -0.01008 2.33703 -0.1826 -0.0892 -0.1727
N 0.09577 -0.02025 3.58570 0.0411 0.0718 0.0160
P 3.44304 -0.66883 1.50307 0.2975 -0.0583 0.3400
Se 3.03114 -0.22538 -0.59339 -0.2811 0.3684 -0.0316
C 3.92365 -2.39469 1.69064 -0.0409 -0.0257 0.0050
C 3.70909 -3.06891 2.88980 0.0230 0.0796 -0.0821
C 4.08804 -4.39610 3.01003 -0.0001 -0.0802 0.0250
C 4.66842 -5.05544 1.93620 -0.0225 -0.0292 0.0240
C 4.88213 -4.38701 0.73806 -0.0056 0.0770 -0.0167
C 4.51324 -3.05784 0.61294 0.2794 0.0849 0.1360
C 4.80427 0.37745 2.00747 -0.0161 -0.0422 -0.0554
C 4.70855 1.74854 1.78176 -0.0021 0.0108 0.0302
C 5.73765 2.58322 2.17620 -0.0356 -0.0429 0.0034
C 6.87715 2.04312 2.76224 -0.0002 0.0196 -0.0213
C 6.98818 0.67404 2.94873 0.0004 -0.0375 0.0214
C 5.94977 -0.16585 2.57775 -0.0029 -0.0411 -0.0465
H 3.59364 -2.29462 6.75432 -0.0129 0.0125 -0.0213
H 2.97680 -4.53319 7.62246 0.0073 0.0113 -0.0060
H 0.68476 -5.39202 7.30143 -0.0004 0.0041 0.0194
H -0.99939 -4.02256 6.12254 0.0072 -0.0172 -0.0268
H -0.37614 -1.81113 5.21106 -0.0367 -0.0027 0.0483
H -0.10709 -0.46116 7.36814 -0.0135 -0.0213 -0.0267
H -1.33352 1.27422 8.59148 0.0033 0.0168 0.0088
H -0.80895 3.66135 8.23149 0.0139 0.0112 0.0066
H 0.97827 4.30771 6.65178 0.0077 0.0193 -0.0256
H 2.22379 2.55341 5.41528 0.2504 -0.2341 0.4822
H 3.26394 -2.56473 3.73164 -0.0984 0.1011 0.1719
H 3.92673 -4.91379 3.94636 -0.0124 0.0093 -0.0022
H 4.95659 -6.09395 2.03155 0.0007 0.0016 0.0093
H 5.33355 -4.90026 -0.10044 0.0321 0.0008 0.0112
H 4.69172 -2.53265 -0.31752 -0.0408 -0.0295 -0.0266
H 3.84735 2.15317 1.26654 -0.0251 0.0102 0.0406
H 5.65856 3.65106 2.01910 0.0209 -0.0134 -0.0149
H 7.69033 2.69325 3.05651 -0.0106 0.0018 0.0293
H 7.87888 0.25690 3.39823 0.0061 0.0016 -0.0166
H 6.03061 -1.23263 2.73365 0.0032 -0.0141 0.0620
C -10.08740 -1.65825 -8.99048 -0.0093 0.0109 0.0069
O -8.71412 -1.55407 -9.35129 0.0105 -0.0080 -0.0159
C -7.80433 -1.42660 -8.37470 0.0052 0.0156 0.0352
C -8.10769 -1.35065 -7.01519 -0.0340 -0.0093 -0.0072
C -7.08530 -1.22972 -6.09128 0.0198 -0.0026 0.0202
C -5.75488 -1.17883 -6.49457 0.0220 -0.0108 -0.0352
C -5.46386 -1.25001 -7.86176 0.0075 -0.0070 0.0367
C -6.46955 -1.36936 -8.79019 0.0077 -0.0126 -0.0331
C -4.71227 -1.03731 -5.48736 -0.0104 0.0474 -0.0024
N -4.91250 -0.91234 -4.18909 -0.0132 -0.0421 0.0253
C -3.67283 -0.78947 -3.64186 0.0270 -0.0137 0.0084
C -2.69105 -0.83130 -4.61150 0.0215 0.0266 -0.0159
N -3.37390 -0.99289 -5.79043 0.0489 -0.0088 0.0068
C -1.30681 -0.66935 -4.32737 -0.0361 -0.0087 -0.0225
C -0.26419 -0.65423 -5.26870 -0.0190 -0.0326 0.0061
C 1.02506 -0.46169 -4.84489 -0.0145 -0.0023 0.0132
C 1.27626 -0.27806 -3.48352 -0.0310 0.0258 -0.0354
N 0.30843 -0.28263 -2.58091 0.3221 0.0931 0.4801
C -0.96935 -0.48429 -2.97415 -0.0347 0.0072 -0.0961
C -1.97728 -0.46801 -1.94947 0.0103 0.0267 -0.0090
N -1.55471 -0.25604 -0.67918 0.2788 0.2830 0.4776
C -2.44976 -0.13455 0.29107 -0.1337 -0.0014 -0.1494
C -3.82426 -0.25630 0.04717 0.0172 -0.0374 -0.0396
C -4.26892 -0.50510 -1.22469 -0.0601 0.0143 0.0180
C -3.33232 -0.60511 -2.26423 0.0454 0.0252 -0.0367
H -10.62762 -1.79712 -9.92092 -0.0022 0.0043 0.0005
H -10.43361 -0.74638 -8.50053 0.0064 0.0031 0.0013
H -10.25599 -2.51744 -8.33893 0.0022 -0.0076 -0.0064
H -9.13178 -1.38253 -6.67527 0.0045 -0.0145 0.0175
H -7.31199 -1.17528 -5.03524 -0.0237 0.0104 -0.0081
H -4.44152 -1.21544 -8.22026 -0.0078 0.0149 -0.0218
H -6.25674 -1.42367 -9.84885 0.0048 -0.0091 0.0037
H -2.97866 -1.07370 -6.71084 -0.0452 -0.0018 -0.0115
H -0.47719 -0.79444 -6.32063 0.0157 0.0077 -0.0062
H 1.84920 -0.44722 -5.54339 0.0090 0.0002 0.0111
H 2.28356 -0.12177 -3.12448 0.0106 0.0191 -0.0350
H -2.05774 0.04548 1.28244 0.0430 0.0117 0.0338
H -4.51539 -0.16084 0.87229 0.0238 0.0180 0.0205
H -5.32091 -0.60945 -1.45659 0.0003 0.0039 0.0111
C -2.40689 5.17200 -3.01532 0.0076 0.0033 -0.0027
C -1.33779 5.63805 -2.26001 -0.0049 0.0249 0.0138
C -0.55924 4.75514 -1.53194 0.0836 -0.0227 0.0141
C -0.85276 3.39191 -1.55181 -0.0775 -0.3014 -0.1316
C -1.92591 2.92992 -2.29747 0.0075 0.1058 0.0566
C -2.70231 3.81948 -3.03131 -0.0003 -0.0252 0.0115
As 0.32547 2.31551 -0.43917 0.7416 -0.2828 0.1148
C 2.00310 3.12109 -0.97555 0.0442 -0.0271 -0.0357
C 2.78391 3.91028 -0.14239 -0.1187 0.0046 0.0036
C 3.96370 4.46519 -0.62606 -0.0083 0.0042 -0.0011
C 4.35588 4.24629 -1.93620 0.0066 0.0043 0.0217
C 3.55406 3.48882 -2.78180 0.0030 -0.0137 -0.0048
C 2.38347 2.92850 -2.30173 -0.0165 0.0151 0.0482
C -0.08202 2.97807 1.31273 -0.1620 -0.2453 0.1240
C -1.31208 3.59124 1.53650 0.0475 0.0143 -0.0787
C -1.61541 4.08365 2.79745 -0.0104 -0.0499 0.0652
C -0.68947 3.97886 3.82501 -0.0211 -0.0201 -0.1081
C 0.52732 3.34804 3.60447 0.0718 0.2910 -0.3573
C 0.81973 2.81510 2.36100 -0.0710 0.1816 -0.1001
H -3.00796 5.86618 -3.58699 -0.0035 0.0013 0.0063
H -1.10767 6.69468 -2.23676 0.0035 0.0004 -0.0034
H 0.27368 5.12902 -0.94915 -0.0110 0.0318 -0.0264
H -2.18043 1.88892 -2.30340 -0.0790 -0.3036 -0.0160
H -3.54101 3.44837 -3.60645 0.0166 0.0066 0.0013
H 2.47273 4.11941 0.87215 0.0030 -0.0161 0.0481
H 4.57035 5.08019 0.02560 -0.0050 0.0173 -0.0077
H 5.27526 4.68020 -2.30538 -0.0048 0.0078 -0.0096
H 3.83800 3.34848 -3.81661 0.0030 -0.0149 0.0084
H 1.74466 2.36501 -2.96987 -0.0237 -0.0473 -0.0739
H -2.02784 3.69885 0.73150 -0.0121 0.0128 0.0050
H -2.57703 4.54552 2.97588 0.0074 0.0411 -0.0206
H -0.91988 4.37651 4.80432 -0.0063 -0.0126 0.0135
H 1.24975 3.26582 4.40440 -0.5103 0.3216 -0.8666
H 1.73795 2.26002 2.22111 0.1116 0.1103 -0.0290
C 2.16537 -3.55507 -2.07676 -0.0917 0.0339 -0.0010
C 1.56794 -3.43772 -0.69236 0.0483 -0.0702 0.1399
O 0.35751 -2.66225 -0.65997 0.2707 0.3533 0.0072
C -0.78425 -3.40735 -1.11555 -0.1855 -0.0149 0.0633
C -1.78814 -3.59887 0.00445 0.0754 0.0081 -0.0287
H 3.06665 -4.16818 -2.03657 -0.0121 -0.0224 -0.0089
H 2.44065 -2.57308 -2.45908 0.0224 0.0249 -0.0223
H 1.47091 -4.02225 -2.77729 0.0236 -0.0143 -0.0019
H 2.25636 -2.94541 -0.01275 -0.1817 -0.0527 -0.1124
H 1.35292 -4.42698 -0.27887 -0.0198 0.0050 0.0414
H -0.44169 -4.37937 -1.47401 0.0137 0.0372 -0.0728
H -1.23000 -2.89345 -1.96906 0.0257 0.0377 0.0225
H -1.44095 -4.34789 0.71548 0.0018 0.0056 0.0174
H -2.74634 -3.92432 -0.40282 0.0075 -0.0435 0.0232
H -1.93801 -2.66812 0.54639 -0.0371 0.0307 0.0124